Computed, not measured: a structure of composition C23H43Cl2EuFN3O4Si at a distorted geometry, with the ωB97M-V functional and the def2-TZVPD basis.

Last column: Löwdin spin population.
Element x y z (Å)
C: 3.29 -2.31 -6.62  0.000
C: 2.68 -1.56 -7.76  0.000
H: 3.23 -3.39 -6.80  0.000
H: 2.78 -2.07 -5.67  0.000
H: 4.36 -2.05 -6.51  0.000
C: 2.69 -2.02 -9.03  0.000
C: 3.24 -3.34 -9.47  0.000
H: 2.30 -1.41 -9.84  0.000
H: 2.93 -4.17 -8.82  0.000
H: 4.34 -3.33 -9.52  0.000
H: 2.87 -3.54 -10.48  0.000
Eu: 0.22 0.04 -1.64  7.016
Cl: 1.78 -1.68 -3.15  -0.006
C: -0.86 2.98 -2.27  0.001
O: -1.53 1.94 -2.07  -0.002
N: -1.27 4.01 -3.02  0.000
C: -2.59 3.97 -3.64  0.000
C: -0.32 5.01 -3.48  0.000
H: 0.16 3.07 -1.88  0.000
H: -3.31 3.56 -2.93  0.000
H: -2.58 3.35 -4.55  0.000
H: -2.85 5.00 -3.91  0.000
H: 0.50 5.07 -2.75  0.000
H: -0.83 5.98 -3.56  0.000
H: 0.10 4.75 -4.47  0.000
H: -3.23 1.97 2.53  0.000
H: -1.34 1.93 4.45  0.000
C: -2.95 0.92 2.37  0.000
C: -1.22 0.89 4.13  0.000
N: -1.56 0.71 2.73  0.001
H: -3.10 0.64 1.32  0.000
C: -0.62 0.54 1.79  0.003
O: -0.85 0.61 0.57  -0.004
H: -0.18 0.58 4.28  0.000
H: 0.39 0.31 2.18  0.000
H: -3.58 0.30 3.02  0.000
H: -1.88 0.27 4.76  0.000
H: 0.73 -4.74 -0.72  0.000
H: 0.28 -3.60 -3.52  0.000
C: -0.34 -4.92 -0.92  0.000
C: -0.69 -4.04 -3.22  0.000
N: -0.88 -3.89 -1.79  0.001
H: -0.88 -4.89 0.03  0.000
C: -1.26 -2.72 -1.26  0.002
O: -1.57 -1.69 -1.90  -0.002
H: -1.50 -3.55 -3.77  0.000
H: -1.23 -2.70 -0.17  0.000
H: -0.47 -5.89 -1.40  0.000
H: -0.67 -5.12 -3.44  0.000
O: 1.02 -0.48 -6.42  0.000
C: 2.03 -0.23 -7.40  0.000
C: 0.44 0.09 -9.35  0.000
C: 1.54 0.54 -8.62  0.000
H: -0.06 -0.83 -9.03  0.000
C: 0.03 0.78 -10.49  0.000
H: 2.81 0.36 -6.89  0.000
C: 2.26 1.67 -9.06  0.000
H: -0.87 0.45 -11.02  0.000
C: 0.77 1.87 -10.96  0.000
C: 1.88 2.32 -10.23  0.000
H: 3.12 2.00 -8.46  0.000
H: 0.48 2.37 -11.89  0.000
H: 2.46 3.17 -10.59  0.000
Si: -0.42 0.32 -6.05  0.000
Cl: 1.22 -1.95 0.18  -0.005
C: -1.85 -0.43 -7.00  0.000
C: -0.21 2.16 -6.34  0.000
C: -0.66 0.00 -4.28  0.001
H: -1.89 -0.12 -8.05  0.000
H: -2.78 -0.11 -6.51  0.000
H: -1.80 -1.53 -6.97  0.000
H: -0.60 -1.08 -4.08  0.000
H: -1.59 0.43 -3.88  0.000
H: 0.25 0.52 -3.89  0.000
H: 0.16 2.39 -7.35  0.000
H: 0.51 2.56 -5.63  0.000
H: -1.16 2.68 -6.21  0.000
F: 1.52 1.79 -1.81  -0.009

HOMO (spin up / spin down) ... -1.89 / -4.33 eV
⟨S²⟩ ... 15.759
Multiplicity ... 8
Gap between HOMO and LUMO (spin up / spin down) ... 0.1610 / 0.2505 hartree
Total charge ... -1

=====

Computed, not measured: a structure of composition C21H22N5PPtS, with the ωB97M-V functional and the def2-TZVPD basis.

Last column: Mulliken charge in e.
Element x y z (Å)
Pt: 0.31 1.15 -0.10  1.163
C: 4.97 1.96 -2.33  -1.262
C: 3.84 2.87 -2.00  0.872
N: 3.77 4.13 -2.26  -0.652
N: 2.55 4.53 -1.77  0.193
C: 1.86 3.55 -1.20  0.437
S: 0.34 3.55 -0.48  -0.508
N: 2.67 2.47 -1.35  0.355
N: 2.35 1.21 -0.83  -0.923
H: 5.73 2.54 -2.84  0.351
H: 4.64 1.16 -2.99  0.340
H: 5.41 1.53 -1.43  0.333
H: 2.27 5.49 -1.86  0.171
H: 2.47 0.51 -1.56  0.398
H: 3.00 0.99 -0.07  0.365
N: 0.50 0.80 2.59  -0.314
C: -0.09 -0.46 2.99  -0.208
C: -0.19 -0.82 4.33  -0.562
C: -0.74 -2.04 4.69  -0.603
C: -1.18 -2.93 3.72  -0.725
C: -1.09 -2.59 2.38  -0.750
C: -0.56 -1.35 2.02  0.720
P: -0.58 -0.83 0.31  0.418
C: -0.71 -2.22 -0.79  0.295
C: 0.44 -2.98 -1.02  -0.278
C: 0.36 -4.08 -1.85  -0.764
C: -0.84 -4.42 -2.46  -0.458
C: -1.98 -3.66 -2.22  -0.782
C: -1.92 -2.56 -1.39  -0.027
C: -1.83 0.44 0.04  0.020
C: -2.53 1.08 1.10  -0.086
C: -3.38 2.12 0.82  -0.810
C: -3.56 2.55 -0.50  -0.384
C: -2.90 1.95 -1.55  -0.887
C: -2.03 0.88 -1.30  -0.335
H: 1.47 0.81 2.87  0.299
H: 0.06 1.57 3.07  0.288
H: 0.17 -0.14 5.09  0.477
H: -0.81 -2.31 5.73  0.415
H: -1.59 -3.89 4.00  0.447
H: -1.44 -3.27 1.62  0.453
H: 1.38 -2.73 -0.54  0.396
H: 1.25 -4.68 -2.03  0.428
H: -0.90 -5.28 -3.11  0.422
H: -2.92 -3.94 -2.69  0.439
H: -2.82 -1.98 -1.19  0.484
H: -2.40 0.73 2.11  0.467
H: -3.93 2.60 1.62  0.473
H: -4.25 3.36 -0.70  0.449
H: -3.05 2.28 -2.57  0.459
H: -1.58 0.35 -2.12  0.492

HOMO ... -14.44 eV
Gap between HOMO and LUMO ... 0.2687 hartree
Total charge ... +2

=====

Computed, not measured: a structure of composition C26H34N2O4 at a distorted geometry, with the ωB97M-V functional and the def2-TZVPD basis.

Last column: Mulliken charge in e.
Element x y z (Å)
C: -3.56 -1.36 -2.26  -1.827
C: -2.34 -1.14 -1.46  0.493
O: -2.53 -1.33 -0.06  -0.472
C: -1.61 -0.97 0.70  0.692
C: -0.48 -0.63 0.23  -0.015
C: 0.62 -0.17 1.24  0.164
C: 0.30 -0.13 2.59  -0.610
C: -0.94 -0.87 2.95  0.162
C: -1.88 -1.14 1.95  0.606
O: -3.20 -1.54 2.35  -0.390
C: -3.79 -0.70 3.06  -0.053
C: -4.20 0.53 2.17  -2.161
H: -3.59 1.18 2.08  0.852
H: -4.61 0.37 1.35  0.671
H: -5.08 1.12 2.76  0.363
H: -3.52 -0.27 4.01  0.137
H: -5.05 -1.14 3.23  0.296
O: -1.35 -0.81 4.29  -0.243
C: -0.39 -0.74 5.44  -0.121
C: -1.07 -0.74 6.70  -1.402
H: -2.02 -0.23 6.66  0.315
H: -1.34 -1.72 6.71  0.443
H: -0.36 -0.63 7.54  0.338
H: 0.02 0.58 5.30  0.221
H: 0.53 -1.54 5.22  0.276
H: 1.07 -0.15 3.45  0.401
C: 1.83 0.30 0.80  -0.337
O: 2.36 1.32 0.79  -0.552
N: 2.95 -0.58 0.50  0.425
C: 2.60 -2.06 0.55  -0.914
H: 1.90 -2.44 1.21  0.454
C: 2.21 -2.65 -1.02  -1.516
N: 2.48 -1.43 -1.76  0.753
C: 1.82 -1.49 -3.20  -1.291
C: 1.28 -0.19 -3.66  -0.536
C: 1.40 0.79 -2.75  0.888
C: 0.57 1.97 -3.24  0.335
C: 0.19 2.65 -4.34  -0.029
C: -0.42 3.66 -4.70  -0.457
C: -0.37 4.68 -3.74  -0.509
C: -0.10 4.47 -2.33  -0.946
C: 0.71 3.32 -2.20  -0.844
H: 0.94 2.95 -1.29  0.619
H: -0.21 5.16 -1.72  0.700
H: -0.93 5.51 -4.01  0.386
H: -0.98 3.84 -5.57  0.463
H: 0.05 1.75 -5.18  -0.134
H: 1.46 0.85 -1.75  -0.296
H: 1.00 -0.39 -4.63  0.519
H: 2.81 -1.81 -3.94  0.278
H: 1.16 -2.36 -3.14  0.449
C: 3.83 -1.00 -1.71  -0.761
C: 4.01 -0.53 -0.16  -1.262
H: 4.89 -0.66 0.22  0.723
H: 4.03 0.82 -0.18  0.223
H: 4.08 -0.02 -2.32  0.247
H: 4.48 -1.77 -1.99  0.515
H: 2.92 -3.36 -1.29  0.509
H: 1.29 -2.87 -0.92  0.731
H: 3.55 -2.44 1.08  0.430
H: -0.10 -0.52 -0.72  0.242
H: -1.95 0.00 -1.75  0.084
H: -1.51 -1.86 -1.88  0.010
H: -3.83 -2.28 -2.19  0.568
H: -4.44 -0.66 -2.04  0.298
H: -3.47 -1.30 -3.38  0.399

HOMO ... -7.95 eV
Gap between HOMO and LUMO ... 0.3063 hartree
Total charge ... 0